Molecular formula: C34H49AsBrGaN7OSSi3
Method: DFT, ωB97M-V/def2-TZVPD

```
98
Properties=species:S:1:pos:R:3:forces:R:3:lowdin_charge:R:1
Ga 0.226687 0.348887 0.575850 0.11 0.24 -0.01 0.471
C 2.451369 -2.718216 -1.562782 0.01 0.01 -0.03 -0.034
C 1.805125 -2.105454 -0.497658 -0.05 0.03 0.04 -0.043
N 1.481607 -0.812976 -0.558546 0.02 0.03 0.00 0.068
C 1.810613 -0.113470 -1.662919 -0.07 -0.09 -0.07 -0.150
C 2.404314 -0.772450 -2.732799 -0.01 0.06 0.01 -0.003
N 2.716017 -2.059344 -2.681656 0.02 -0.05 0.02 0.156
C 1.588572 1.351199 -1.604533 0.08 0.12 0.00 -0.177
C 1.890786 2.215563 -2.625612 -0.08 -0.02 0.00 0.088
C 1.814426 3.603252 -2.402400 -0.01 -0.02 0.00 -0.079
C 1.631689 4.017137 -1.083599 -0.01 -0.01 0.00 0.092
C 1.404902 3.094356 -0.074910 -0.18 0.05 -0.08 -0.158
N 1.212647 1.797961 -0.380745 0.44 -0.15 0.11 0.066
C 1.647150 3.445493 1.345138 0.01 -0.03 -0.02 -0.220
C 1.574243 4.747504 1.828312 -0.07 0.00 -0.02 -0.057
N 2.160932 5.095433 2.966772 -0.01 0.01 0.03 0.128
C 2.820109 4.149488 3.619416 -0.01 -0.01 0.00 -0.075
C 2.809833 2.822452 3.186021 0.00 0.00 0.01 -0.098
N 2.217927 2.465653 2.056259 0.01 0.01 0.02 0.134
C 2.028186 4.557809 -3.500035 -0.01 0.02 0.00 -0.175
C 2.554149 5.826713 -3.271328 0.04 0.00 0.00 0.008
C 2.723643 6.679815 -4.352803 0.00 -0.01 0.01 -0.092
N 2.397996 6.350984 -5.597572 0.00 0.02 -0.03 0.105
C 1.892252 5.142893 -5.815542 -0.01 -0.02 0.02 -0.097
C 1.693996 4.210703 -4.807473 -0.03 0.01 -0.02 -0.002
H 2.745624 -3.758655 -1.507385 -0.02 -0.01 -0.01 0.139
H 1.536940 -2.652610 0.392999 0.04 0.02 0.00 0.090
H 2.639839 -0.254613 -3.653252 0.04 0.02 0.01 0.136
H 2.219593 1.848898 -3.586221 0.01 -0.01 0.00 0.128
H 1.730406 5.062169 -0.826894 0.03 -0.01 0.00 0.127
H 1.040382 5.526774 1.295125 0.01 0.00 0.00 0.133
H 3.361942 4.442713 4.510440 0.00 0.00 0.00 0.132
H 3.323965 2.050922 3.744567 0.00 0.01 0.00 0.110
H 2.874279 6.151564 -2.290624 0.00 -0.01 0.01 0.116
H 3.142399 7.668260 -4.208868 0.01 0.00 0.00 0.125
H 1.632183 4.906421 -6.840153 0.00 0.00 -0.01 0.123
H 1.250095 3.253858 -5.050544 0.01 -0.01 0.00 0.113
C 1.260798 0.574602 5.622784 0.00 0.07 0.00 -0.187
Si -0.334168 1.177425 4.884203 -0.01 -0.06 0.04 0.393
C -1.730135 0.512334 5.927683 0.02 0.01 0.01 -0.190
C -0.429357 3.024123 4.766109 -0.01 0.00 0.04 -0.178
As -0.891314 0.078799 2.713655 0.02 -0.12 -0.06 0.886
Si -2.940870 1.344365 2.178606 -0.04 0.02 -0.03 0.375
C -2.147593 2.966472 1.680295 0.02 -0.01 0.02 -0.195
C -4.017490 0.667563 0.830229 -0.05 0.09 -0.02 -0.191
C -3.979010 1.574001 3.697966 0.02 -0.05 0.00 -0.188
Si -0.111145 -2.203981 3.239798 0.06 0.00 0.01 0.377
C -0.848444 -2.708179 4.863765 0.02 0.08 0.04 -0.191
C -0.369741 -3.562186 1.995541 -0.02 0.02 0.01 -0.199
C 1.724594 -1.815966 3.296552 -0.03 -0.03 -0.01 -0.208
H 1.248446 0.980975 6.640389 0.03 0.00 0.00 0.065
H 2.173102 0.926703 5.148783 -0.02 -0.02 -0.04 0.013
H 1.310666 -0.508742 5.717199 -0.02 0.00 0.03 0.028
H -1.346959 0.473510 6.952130 0.00 -0.03 0.01 0.064
H -2.059201 -0.492439 5.674726 -0.03 -0.02 -0.02 0.013
H -2.599485 1.163788 5.937376 0.02 0.02 0.00 0.025
H -0.284040 3.398143 5.785363 0.02 0.01 0.00 0.069
H -1.403272 3.382331 4.436382 -0.02 -0.01 0.04 0.028
H 0.340473 3.471767 4.144534 0.02 0.04 -0.06 0.001
H -1.819568 2.989979 0.643134 -0.01 -0.02 -0.06 0.005
H -1.300518 3.237181 2.309325 -0.01 0.01 -0.01 -0.002
H -2.901017 3.753205 1.783919 0.00 0.01 0.01 0.068
H -3.502911 0.252058 -0.029107 0.02 -0.03 0.00 -0.004
H -4.632683 1.511035 0.495591 -0.01 -0.01 0.00 0.067
H -4.701469 -0.084860 1.221922 0.00 0.00 0.00 0.025
H -3.561109 2.273297 4.418902 0.01 0.00 -0.01 0.028
H -4.226643 0.642056 4.205522 0.00 0.00 0.01 0.046
H -4.918105 2.005602 3.336131 -0.01 0.00 0.01 0.062
H -1.937998 -2.653116 4.855473 -0.01 -0.03 0.00 0.041
H -0.476383 -2.132514 5.709852 -0.02 0.01 0.02 0.030
H -0.575610 -3.753073 5.036743 0.02 -0.01 -0.02 0.061
H -1.330690 -4.052856 2.135589 0.01 0.02 0.01 0.031
H 0.420082 -4.296639 2.190586 -0.01 -0.02 0.00 0.067
H -0.318156 -3.247498 0.956843 -0.06 -0.01 0.00 -0.005
H 1.968153 -0.796574 3.587807 -0.01 -0.02 -0.01 -0.003
H 2.200228 -2.006022 2.332563 0.01 0.00 -0.02 0.018
H 2.206102 -2.487975 4.013006 0.00 0.00 0.01 0.066
C -3.316357 -4.295804 -0.109726 -0.04 0.00 0.00 -0.221
S -3.749677 -2.629698 0.450269 0.05 -0.02 -0.01 0.858
C -4.563843 -3.080631 1.980405 -0.02 0.00 -0.03 -0.227
O -2.461457 -1.939305 0.848338 -0.10 -0.17 0.03 -0.660
H -2.271656 -4.262104 -0.412790 -0.01 0.02 -0.04 0.048
H -3.940208 -4.549815 -0.964694 -0.03 -0.02 0.02 0.062
H -3.446612 -5.036731 0.675893 0.03 0.00 0.02 0.062
H -3.901138 -3.706387 2.576867 0.01 0.01 0.01 0.059
H -5.484266 -3.614715 1.744000 0.00 -0.02 -0.01 0.078
H -4.803930 -2.160918 2.510563 -0.02 0.00 -0.01 0.048
Br -3.116516 3.030060 -3.248558 0.00 -0.01 -0.01 0.875
C -2.464981 1.395259 -2.613914 0.02 0.02 0.03 -0.656
C -2.829353 0.184702 -3.188724 0.00 -0.02 0.00 -0.033
C -2.287591 -0.981005 -2.669777 0.00 0.00 0.00 0.005
C -1.425547 -0.910905 -1.593567 -0.04 -0.04 0.04 -0.118
N -1.083138 0.258763 -1.033796 -0.10 0.04 0.08 -0.003
C -1.588209 1.390989 -1.547317 0.04 0.02 -0.11 -0.178
H -3.510444 0.157821 -4.029200 0.00 0.00 0.00 0.133
H -2.529280 -1.942178 -3.101470 -0.01 0.00 0.00 0.133
H -1.002170 -1.802861 -1.157414 -0.02 0.00 0.00 0.105
H -1.260382 2.325442 -1.117995 0.01 0.03 0.03 0.090
```
Positions in Å, forces in eV/Å.

LUMO level, eV: -9.234
Relative energy (zero: lowest compared OMol25 entry of this formula, charge and spin), kcal/mol: 0.00
Spin multiplicity: 1
DFT total energy, Eh: -9784.01433
Charge: +3
Highest occupied orbital energy, eV: -15.89
Maximum force, Eh/bohr: 0.00925